Here is a structure of composition C20H45BrN2O14P3S4 from the OMol25 dataset. Energies are from ωB97M-V/def2-TZVPD.

Computed properties:
LUMO ... 0.043 hartree
Net charge ... -1
HOMO ... -5.45 eV
Largest force on an atom ... 0.1348 hartree/bohr
E_tot ... -194367.4706 eV
Gap between HOMO and LUMO ... 6.621 eV

Last column: Löwdin charge in e.
Positions of all 89 atoms, in Å:
O1 -1.68791 7.40970 -1.60379  -0.39
S1 -0.88757 7.12274 -0.42509  0.43
O2 -1.67790 6.74265 0.73199  -0.38
C1 0.15487 5.71314 -0.80050  -0.25
C2 0.42222 5.54175 -2.29920  -0.29
C3 -0.28544 4.31034 -2.89992  -0.50
S2 0.77840 2.87259 -2.68544  0.94
C4 -0.32840 1.51013 -2.65168  -1.10
S3 -1.75273 1.56326 -3.44140  0.74
N1 0.20624 0.43442 -1.89690  -0.21
C5 0.17733 -0.85493 -2.62034  -0.16
C6 -0.91914 -1.81176 -2.15163  -0.21
O3 -2.08015 -1.18213 -1.66598  -0.14
C7 -1.83199 -0.27769 -0.61304  -0.22
C8 -0.42953 0.31004 -0.58570  -0.16
N2 0.19361 8.27129 -0.16794  -0.36
S4 -0.31863 9.57385 0.61524  0.29
O4 0.34945 10.73454 0.05547  -0.43
O5 -0.12507 9.47307 2.04757  -0.39
P1 -2.48600 9.86134 0.31291  0.44
O6 -2.73414 11.01772 1.44235  -0.40
Br1 -2.57666 10.88177 -1.67169  0.24
H1 1.06856 5.82412 -0.22082  0.10
H2 -0.36925 4.84396 -0.40204  0.09
H3 1.49812 5.37134 -2.42017  0.09
H4 0.19405 6.44077 -2.86591  0.11
H5 -1.21974 4.14880 -2.36503  0.06
H6 -0.48992 4.51751 -3.94792  0.08
H7 0.09690 -0.65350 -3.68560  0.11
H8 1.13132 -1.36451 -2.45467  0.10
H9 -0.49960 -2.54477 -1.44970  0.12
H10 -1.23013 -2.39374 -3.02091  0.12
H11 -2.52098 0.55721 -0.76264  0.10
H12 -2.06991 -0.67948 0.38009  0.12
H13 0.22139 -0.32210 0.02718  0.12
H14 -0.47287 1.27418 -0.07829  0.13
H15 -3.50989 10.76924 1.95571  0.04
O7 1.68156 -4.14813 -2.90203  -0.21
P2 2.74703 -4.66263 -3.81788  0.56
O8 2.11354 -6.10779 -4.23820  -0.21
C9 0.93078 -6.14521 -5.03855  -0.28
C10 1.19273 -5.75717 -6.48256  -0.08
O9 3.81794 -5.19064 -2.70544  -0.23
C11 3.96790 -4.52128 -1.44981  -0.28
C12 3.31434 -5.32170 -0.34373  -0.07
O10 3.80977 -4.53908 -5.00229  -0.20
C13 5.03394 -5.28742 -5.08196  -0.25
C14 4.84318 -6.76371 -5.33863  -0.07
H16 0.16797 -5.49757 -4.59810  0.11
H17 0.56180 -7.16938 -4.98897  0.12
H18 1.50262 -4.71267 -6.56117  0.07
H19 0.29157 -5.89080 -7.08189  0.08
H20 1.99179 -6.36424 -6.90819  0.07
H21 3.56020 -3.51194 -1.49249  0.11
H22 5.04074 -4.43235 -1.26532  0.12
H23 2.28848 -5.57800 -0.60620  0.08
H24 3.31260 -4.76148 0.59214  0.08
H25 3.85032 -6.25940 -0.18704  0.07
H26 5.65259 -5.11307 -4.20438  0.11
H27 5.56955 -4.84542 -5.92327  0.12
H28 4.44692 -7.27455 -4.46261  0.08
H29 5.80863 -7.21024 -5.58228  0.08
H30 4.15644 -6.93322 -6.16675  0.07
O11 -2.11831 0.54017 3.44612  -0.21
P3 -1.76904 -0.12215 4.73294  0.55
O12 -3.26836 -0.35867 5.35077  -0.22
C15 -4.16592 -1.24276 4.68267  -0.28
C16 -3.78504 -2.70267 4.85733  -0.08
O13 -1.29081 1.14559 5.62170  -0.23
C17 -0.62943 2.26754 5.01219  -0.27
C18 -1.57267 3.44526 4.90451  -0.07
O14 -1.06565 -1.22810 5.66087  -0.21
C19 -0.78696 -1.05659 7.05861  -0.26
C20 -2.01316 -1.02321 7.94143  -0.07
H31 -4.21704 -0.98308 3.62196  0.11
H32 -5.15032 -1.06125 5.11410  0.12
H33 -2.82981 -2.92228 4.37543  0.07
H34 -4.54537 -3.34911 4.41709  0.08
H35 -3.67892 -2.95228 5.91313  0.06
H36 -0.22846 1.99980 4.03544  0.11
H37 0.21649 2.52001 5.65452  0.11
H38 -2.50632 3.15159 4.42631  0.08
H39 -1.12153 4.25515 4.33104  0.08
H40 -1.82399 3.82075 5.89793  0.08
H41 -0.15643 -0.18528 7.22352  0.11
H42 -0.18116 -1.92454 7.32464  0.12
H43 -2.57097 -0.09682 7.81737  0.08
H44 -1.70184 -1.09298 8.98533  0.08
H45 -2.68279 -1.85186 7.71609  0.07

Here is a structure of composition C20H45IrN2P3S2 from the OMol25 dataset. Energies are from ωB97M-V/def2-TZVPD.

Computed properties:
LUMO (alpha / beta) ... -0.278 / -0.421 hartree
Net charge ... +3
Spin multiplicity ... 5
HOMO (alpha / beta) ... -15.06 / -17.16 eV
Largest force on an atom ... 0.0613 hartree/bohr
E_tot ... -76798.9309 eV
Gap between HOMO and LUMO (alpha / beta) ... 7.497 / 5.713 eV
Expectation value of S² ... 6.0317

Last column: Löwdin spin population.
Positions of all 73 atoms, in Å:
Ir1 0.34987 0.08856 -0.19122  1.49
P1 -0.42467 1.90782 0.85874  0.15
P2 -1.96074 -0.77446 -0.65714  0.15
P3 2.42116 0.81084 -0.57148  0.20
H1 2.02511 -1.43354 -5.22559  0.01
C1 2.74220 -1.33788 -4.39194  0.13
C2 3.08102 -2.41656 -3.63247  0.06
H2 2.72048 -3.42230 -3.85746  0.01
C3 -0.78799 3.25433 -0.29440  0.04
C4 -1.91894 1.69347 1.87826  0.03
C5 0.75014 2.62051 2.06341  0.02
C6 -2.57397 -2.14068 -1.76068  0.04
C7 -2.91065 -1.37616 0.82189  0.02
C8 -2.87333 0.59586 -1.45079  0.02
C9 3.46553 -0.16840 -1.67162  0.06
C10 3.48996 0.72967 0.89665  0.03
C11 2.45452 2.46074 -1.33473  0.03
H3 3.49380 -0.52464 -4.54254  0.00
H4 3.91744 -2.36256 -2.94600  0.00
H5 -1.28176 4.06682 0.25257  0.01
H6 -1.45622 2.89229 -1.08275  0.00
H7 0.14214 3.63304 -0.73032  0.00
H8 -2.10870 2.62997 2.42089  0.01
H9 -1.80524 0.88422 2.61469  0.00
H10 -2.79993 1.49304 1.25859  0.00
H11 0.22725 3.40392 2.63238  0.00
H12 1.59499 3.11316 1.56878  0.00
H13 1.13686 1.86874 2.76711  0.00
H14 -3.56421 -2.45451 -1.39434  0.00
H15 -1.87545 -2.98432 -1.73706  0.01
H16 -2.65615 -1.76237 -2.78693  0.00
H17 -3.98211 -1.34970 0.58593  0.00
H18 -2.71050 -0.78468 1.71489  0.00
H19 -2.59723 -2.41133 0.99943  0.00
H20 -3.82006 0.19560 -1.85667  0.00
H21 -2.26864 0.95934 -2.30489  0.00
H22 -3.09464 1.41822 -0.75256  0.00
H23 4.47728 0.25661 -1.74169  0.01
H24 2.99047 -0.11568 -2.64871  0.01
H25 3.50502 -1.21044 -1.33617  0.00
H26 4.47328 1.12602 0.62616  0.00
H27 3.62357 -0.32011 1.18294  0.00
H28 3.08622 1.31435 1.72394  0.00
H29 3.43972 2.62632 -1.78440  0.00
H30 2.26277 3.23996 -0.59202  0.00
H31 1.70538 2.50932 -2.13355  0.01
C12 -0.50162 -1.61318 -4.25380  0.07
C13 -0.51475 -0.21379 -4.47391  0.07
C14 -1.27423 0.29495 -5.53257  0.02
C15 -2.11884 -0.55513 -6.25753  0.12
C16 -2.13474 -1.93820 -5.98894  -0.01
C17 -1.31317 -2.46968 -5.02716  0.08
S1 0.50002 -2.48326 -3.11145  0.44
H32 -0.04359 -3.75854 -3.21107  0.02
H33 0.07063 0.45277 -3.82439  0.01
H34 -1.20254 1.34078 -5.82808  0.00
H35 -2.72856 -0.17144 -7.07266  0.01
H36 -2.76459 -2.63247 -6.55144  0.00
H37 -1.28926 -3.54503 -4.82907  0.00
C18 1.33532 0.25989 4.93180  0.00
N1 1.41463 -0.42985 3.64430  0.03
C19 0.42900 -1.03487 2.97730  0.08
S2 0.73782 -1.56954 1.32630  0.48
N2 -0.77647 -1.30031 3.55526  0.03
C20 -0.97351 -1.53041 4.99962  0.00
H38 0.44334 0.90182 5.02534  0.00
H39 2.21810 0.89843 5.05254  0.00
H40 1.33280 -0.46600 5.75664  0.00
H41 2.30397 -0.37199 3.12666  0.00
H42 -1.36141 -1.88368 2.95674  0.00
H43 -1.95970 -1.97591 5.13817  0.00
H44 -0.20867 -2.18686 5.41846  0.00
H45 -0.97916 -0.59665 5.55301  0.00

Here is a structure of composition C20H45Li4N3O12 from the OMol25 dataset. Energies are from ωB97M-V/def2-TZVPD.

Computed properties:
LUMO ... -0.060 hartree
HOMO ... -5.09 eV
Largest force on an atom ... 0.1441 hartree/bohr
E_tot ... -51328.7496 eV
Gap between HOMO and LUMO ... 3.444 eV

Last column: Löwdin charge in e.
Positions of all 84 atoms, in Å:
Li1 27.56362 -19.63530 8.10933  0.73
Li2 27.38568 -15.18282 8.16390  0.84
Li3 24.19061 -17.09307 9.46060  0.70
Li4 26.32669 -19.12469 10.61249  0.72
C1 26.42350 -17.49252 8.24679  -1.13
O1 27.59439 -17.41714 7.90670  -0.08
O2 25.96588 -18.55856 8.71567  -0.19
O3 25.79316 -16.46682 8.42816  -0.16
C2 27.53746 -21.12593 10.82876  -1.14
O4 27.87780 -20.27683 9.99320  -0.25
O5 26.79536 -20.71588 11.73854  -0.17
O6 28.00591 -22.28982 10.81550  -0.09
C3 23.46940 -11.06006 9.61872  -0.16
O7 23.31863 -12.40027 9.45480  -0.18
C4 22.43004 -13.10003 10.38688  -0.17
C5 22.53359 -14.61857 10.44452  -0.20
N1 23.04623 -15.25316 9.25542  -0.12
C6 22.05489 -15.59368 8.23327  -0.15
C7 21.38218 -16.92575 8.71002  -0.13
O8 22.51059 -17.83296 8.68459  -0.32
C8 22.17594 -19.14744 9.13856  -0.07
H1 24.03883 -10.72316 8.75249  0.09
H2 23.96104 -10.71652 10.52886  0.09
H3 22.57816 -10.44164 9.51222  0.09
H4 21.39594 -12.79994 10.21752  0.12
H5 22.61240 -12.74915 11.40262  0.12
H6 21.82047 -15.02063 11.16418  0.14
H7 23.34668 -14.70626 11.16514  0.11
H8 23.74245 -14.66176 8.82458  0.10
H9 22.65215 -15.69872 7.32754  0.13
H10 21.37671 -14.76021 8.05027  0.12
H11 20.66455 -17.35507 8.01088  0.12
H12 21.05601 -16.84101 9.74661  0.12
H13 23.03184 -19.82085 9.18394  0.10
H14 21.75960 -19.54776 8.21417  0.08
H15 21.54459 -19.29535 10.01470  0.10
C9 31.43634 -17.58705 5.49317  -0.12
O9 30.78104 -16.84161 4.45437  -0.19
C10 29.39732 -16.77058 5.01443  -0.18
C11 28.45019 -17.78345 4.32621  -0.21
N2 28.07420 -17.36123 2.97786  -0.06
C12 27.09210 -18.28392 2.32309  -0.18
C13 25.59467 -17.86471 2.45618  -0.22
O10 24.88970 -18.67055 1.55584  -0.18
C14 24.64557 -19.95595 2.12837  -0.08
H16 31.01056 -18.58909 5.54532  0.09
H17 31.56822 -16.97508 6.38548  0.09
H18 32.47605 -17.68421 5.18064  0.08
H19 29.19662 -15.74880 4.69225  0.11
H20 29.33713 -16.78388 6.10269  0.08
H21 27.55615 -17.93475 4.93109  0.09
H22 28.94764 -18.75162 4.26874  0.12
H23 28.90422 -17.23489 2.41643  0.10
H24 27.29290 -19.29698 2.67164  0.10
H25 27.35652 -18.40903 1.27308  0.12
H26 25.46160 -16.84457 2.09603  0.12
H27 25.36077 -17.89464 3.52037  0.09
H28 24.27084 -20.65873 1.38421  0.09
H29 23.87960 -19.67522 2.85127  0.07
H30 25.49783 -20.45774 2.58659  0.08
C15 16.59713 -19.20647 6.36220  -0.11
O11 17.55119 -20.02996 5.68166  -0.15
C16 18.83919 -19.52566 5.89164  -0.27
C17 19.76225 -20.23915 4.93141  -0.21
N3 21.17645 -20.24740 5.32777  -0.07
C18 21.76329 -18.96145 5.15290  -0.20
C19 23.25105 -18.91729 5.57167  -0.21
O12 23.91608 -20.13146 5.35092  -0.20
C20 25.32172 -20.24167 5.78353  -0.03
H31 15.57190 -19.56201 6.25926  0.09
H32 16.53208 -18.12687 6.22682  0.08
H33 16.73926 -19.27173 7.44093  0.08
H34 19.22579 -19.71708 6.89264  0.12
H35 18.93365 -18.46659 5.65177  0.11
H36 19.54432 -20.04572 3.88108  0.13
H37 19.60276 -21.28598 5.18987  0.13
H38 21.54329 -20.98857 4.74794  0.11
H39 21.13767 -18.31647 5.76992  0.10
H40 21.64193 -18.65723 4.11328  0.12
H41 23.38142 -18.73947 6.63914  0.10
H42 23.73209 -18.06282 5.09566  0.11
H43 25.39983 -20.20095 6.86997  0.07
H44 25.95840 -19.45433 5.38001  0.06
H45 25.67398 -21.23503 5.50558  0.10

- What is the formula in the second record?
  C20H45IrN2P3S2

- Which of these has the lowest largest force on an atom?
  C20H45IrN2P3S2